# 1
The following is a DFT calculation (ωB97M-V with the def2-TZVPD basis set) of C57H52AsNOP2SV as an isolated structure at a distorted geometry.

Structure (XYZ):
```
116
Properties=species:S:1:pos:R:3
C -4.54437 -3.62832 0.21950
C 0.51866 -3.56882 -3.90470
C -0.49608 2.63630 -4.35921
C -4.07326 0.67884 -2.71982
H 1.98200 -5.28595 3.71148
C -2.52080 1.24773 1.16792
H 1.96570 6.46634 -1.03956
H 2.27015 7.66793 1.66119
C 1.18684 5.99789 0.89239
C -0.60549 -2.14480 -1.79507
H 1.55121 -1.77697 -4.30930
C 1.54216 5.76101 -0.40236
H -5.24161 -4.43220 2.12292
C -4.58830 2.38232 1.69290
H -3.52505 -3.45336 3.48382
H -0.36590 4.82588 4.85785
C 2.15442 -7.15549 2.70447
C 0.82909 -2.25193 -3.68541
H 6.83889 0.56157 -0.59886
C -0.13016 2.74183 2.20493
H 2.67649 -7.50521 3.59554
H 2.77725 0.95645 -3.23514
H 2.41858 -8.87578 1.58260
C 1.26760 7.29357 1.69880
H -5.73325 3.97988 -0.37281
H 3.61878 -1.75575 3.06956
C -0.03036 4.41754 3.95228
H -0.88268 2.77645 -2.25615
C 5.45630 2.22371 -0.52606
H 3.33612 0.43134 1.80529
C 0.46204 5.36458 3.00316
C 1.36365 -7.42270 0.41171
C -0.40270 3.14301 3.48204
H 1.88251 4.17274 -1.84779
H -1.43408 3.09520 -4.61591
H -4.46918 0.45717 -3.68164
C 5.83829 0.91039 -0.68852
O -0.40592 0.07699 2.39430
C 1.97925 -7.92507 1.55156
H 2.31344 1.67723 1.94417
C -2.44125 0.00625 -1.01571
C 0.27098 -1.48012 -2.72285
P -1.26177 -1.26654 -0.36719
C -0.33841 -4.23821 -2.95409
As 1.92447 -2.50511 1.35461
C 1.00865 1.87575 -2.65491
N 2.38135 0.66890 2.00661
C -2.96967 -0.15244 -2.24940
C 1.80513 -5.78159 2.72748
S -0.84530 1.33423 1.49960
H -6.93554 2.80301 0.14925
C 4.86738 -0.09460 -0.89771
H 4.14887 -2.83514 0.10519
P 1.38062 1.71659 -0.89626
C 0.38498 2.24232 -5.34028
H 2.79299 -0.61089 -1.19318
C -5.94348 2.28967 -1.87346
H 2.68928 -3.42301 -0.77321
H -5.38215 -4.03255 -0.36329
H -3.62524 -2.67055 -1.44759
C 1.48998 4.43200 -0.88085
C -6.03294 2.91582 -0.37567
H -0.61451 -5.28617 -3.14321
H -2.96336 2.42525 2.98110
H 3.41356 -4.48992 0.46421
C 0.61314 -3.89821 1.65234
H -5.86467 3.12496 -2.63447
C 0.95817 -6.13469 0.49467
C 3.24468 -3.44727 0.17880
C 0.52706 3.60075 1.21296
C 0.76153 6.83504 3.10394
C -4.09457 1.60645 -0.53221
H -6.78252 1.66989 -2.10863
H -0.21456 7.33217 3.26815
H 1.18386 -8.00557 -0.53203
C 3.17508 1.53223 -0.82038
C -4.90433 2.29993 0.38035
C 1.90175 1.44750 -3.62119
H 6.19096 2.90993 -0.27908
C 0.67724 4.94291 1.66653
H 0.92507 -4.12169 -4.75075
H -0.20402 -3.69385 0.95231
C -3.32158 1.99821 2.06485
C 4.05822 2.47335 -0.45623
C 0.95161 3.36948 -0.14461
H 1.50447 7.13676 3.87217
H 0.37839 -5.70436 -0.35400
C -4.53289 -3.80534 1.58817
C 1.61356 1.63875 -4.99520
H 0.56987 8.03492 1.23660
C 2.64592 -2.26760 3.09753
H 1.91757 -1.79164 3.73838
C -0.85327 -3.50627 -1.93925
H -0.71711 2.34020 4.19490
C 1.17765 -5.28830 1.64105
H 0.29222 -3.85442 2.77202
H 2.23068 0.39448 2.99324
C -3.57242 -2.89751 -0.37570
H 3.80477 3.50743 0.02978
H 2.22142 1.30474 -5.88273
H 5.20392 -1.14103 -0.86734
C 3.57187 0.20476 -1.12687
C -2.56738 -2.33495 0.46427
H 2.77235 -3.19231 3.61973
C -3.01442 0.92446 -0.08812
H -1.47837 -3.90840 -1.16950
H -1.68018 -2.23318 2.46703
V 0.76766 -0.14044 0.70742
H 0.19543 2.37819 -6.37093
H -5.29955 2.84526 2.39026
C -4.65603 1.46757 -1.82608
C -3.55565 -3.25240 2.43926
H -2.49518 -0.83169 -2.92987
C -0.19870 2.45711 -3.02279
H 0.48164 -0.41942 -2.53957
C -2.49519 -2.51140 1.82954
```

Computed properties:
* HOMO-LUMO gap (spin up / spin down): 5.97 / 6.49 eV
* charge: +3
* 2S+1: 3
* HOMO energy (spin up / spin down): -14.700 / -14.699 eV

Atom charges from the Löwdin analysis, given in e for atoms 1 to 99:
1. C -0.068
2. C -0.012
3. C -0.051
4. C 0.035
5. H 0.125
6. C -0.311
7. H 0.114
8. H 0.122
9. C -0.124
10. C -0.371
11. H 0.108
12. C 0.032
13. H 0.121
14. C 0.013
15. H 0.104
16. H 0.112
17. C -0.038
18. C -0.095
19. H 0.115
20. C -0.358
21. H 0.116
22. H 0.089
23. H 0.097
24. C -0.061
25. H 0.146
26. H 0.051
27. C 0.046
28. H 0.106
29. C -0.012
30. H 0.061
31. C -0.082
32. C -0.069
33. C -0.052
34. H 0.115
35. H 0.116
36. H 0.123
37. C -0.023
38. O -0.531
39. C -0.057
40. H 0.051
41. C -0.280
42. C -0.088
43. P 1.068
44. C -0.030
45. As 1.155
46. C -0.406
47. N 0.043
48. C -0.031
49. C -0.072
50. S 0.993
51. H 0.112
52. C -0.071
53. H 0.012
54. P 1.061
55. C -0.040
56. H 0.098
57. C -0.027
58. H 0.030
59. H 0.133
60. H 0.122
61. C -0.051
62. C -0.042
63. H 0.130
64. H 0.116
65. H 0.048
66. C -0.322
67. H 0.145
68. C -0.058
69. C -0.195
70. C -0.126
71. C -0.078
72. C -0.085
73. H 0.113
74. H 0.145
75. H 0.139
76. C -0.420
77. C -0.126
78. C -0.077
79. H 0.099
80. C -0.077
81. H 0.124
82. H 0.034
83. C 0.001
84. C -0.072
85. C -0.266
86. H 0.146
87. H 0.106
88. C -0.045
89. C -0.012
90. H 0.149
91. C -0.287
92. H 0.037
93. C -0.128
94. H 0.152
95. C -0.344
96. H 0.129
97. H 0.083
98. C -0.087
99. H 0.157

=====

# 2
The following is a DFT calculation (ωB97M-V with the def2-TZVPD basis set) of C15H16GaN10O9Si as an isolated structure.

Structure (XYZ):
```
52
Properties=species:S:1:pos:R:3
H -3.40408 -0.08479 1.94348
H 1.03536 -1.02328 3.66731
N -3.99467 -1.19721 -1.88558
H -0.73517 -4.54427 -0.79425
O 0.20614 1.05979 -1.56078
H -3.03621 0.25856 3.64071
C 2.73578 -1.70536 -0.31029
H -2.23084 -2.85975 1.78471
C 0.69930 3.38310 -1.38781
N 3.96896 -1.42726 -0.15793
O 4.09891 -0.04228 -0.47925
C -2.62597 0.27398 2.62617
O 1.97365 -0.66032 -0.72001
H 0.70079 -5.16163 -0.01589
O -1.59115 2.94054 -1.23334
C 2.97243 4.08346 -1.21724
C 2.73246 -4.04655 0.49872
H -2.40563 1.31281 2.36170
H -4.74672 -2.98900 -1.91142
C 1.64717 4.43901 -1.36170
C 1.07566 2.03667 -1.31981
H -2.63012 1.56890 -1.47990
C 3.42711 2.79536 -1.06500
H 4.47946 2.58329 -0.96727
H -0.23047 -0.48746 4.78789
H 1.33039 5.46074 -1.44795
C -2.94836 0.53310 -1.57900
H -2.00256 -2.81050 3.54174
Ga -0.23304 -0.49812 -0.76283
H -0.63669 -3.19107 2.47767
O 3.58368 6.32040 -1.24651
C 0.76364 -3.18855 -0.59549
O -0.92891 4.92042 -1.83692
H -5.85040 -1.74800 -1.70911
N -5.02518 -2.06101 -2.20441
O 0.02013 -2.32164 -1.20603
N 0.19500 -4.40883 -0.44876
C 2.84499 0.43406 -0.81785
C 0.17186 -0.36167 3.77749
C 2.47022 1.71548 -1.05061
N -2.10217 -0.50793 -1.52035
O 5.15523 4.86696 -1.17217
C -1.53434 -2.57418 2.58068
H 0.52373 0.66823 3.67318
O -0.40425 -0.46722 1.01203
N -4.17851 0.10241 -1.82778
N 3.97440 5.16695 -1.21907
N -0.67330 3.75830 -1.50123
Si -1.07586 -0.75930 2.45488
N 3.17794 -4.97287 1.02566
N -2.79994 -1.61338 -1.70995
C 2.06018 -2.96906 -0.13056
```

Computed properties:
* HOMO-LUMO gap (spin up / spin down): 3.87 / 4.56 eV
* charge: -1
* 2S+1: 1
* HOMO energy (spin up / spin down): -2.230 / -2.912 eV

And the Löwdin charges, in e, turn out to be:
1. H 0.019
2. H 0.033
3. N -0.282
4. H 0.111
5. O -0.023
6. H 0.026
7. C -0.299
8. H 0.020
9. C -0.088
10. N 0.172
11. O 0.016
12. C -0.164
13. O 0.047
14. H 0.095
15. O -0.084
16. C -0.196
17. C -0.222
18. H 0.036
19. H 0.099
20. C 0.005
21. C -0.177
22. H 0.088
23. C 0.020
24. H 0.107
25. H 0.028
26. H 0.098
27. C -0.090
28. H 0.027
29. Ga 0.318
30. H 0.025
31. O 0.050
32. C -0.424
33. O -0.004
34. H 0.100
35. N 0.139
36. O -0.006
37. N 0.187
38. C -0.204
39. C -0.162
40. C -0.084
41. N 0.031
42. O 0.043
43. C -0.167
44. H 0.036
45. O -0.209
46. N 0.162
47. N -0.352
48. N -0.350
49. Si 0.287
50. N 0.134
51. N 0.134
52. C -0.106

=====

Record-wise relative energy (zero: lowest compared OMol25 entry of this formula, charge and spin) values, in kcal/mol: 33.3 2.7